Record 1
Molecular formula: CH4N2O2
Method: DFT, ωB97M-V/def2-TZVPD

Properties
LUMO, Eh: 0.0149
Multiplicity: 1
SMILES: NC(=O)NO
Total energy, Eh: -300.3957
Relative energy (zero: lowest compared OMol25 entry of this formula, charge and spin), kcal per mole: 57.7
Gap between HOMO and LUMO, eV: 10.1
Total charge: 0

Atoms and positions in Å:
O 1.9094 -0.6814 0.1354
O -1.5491 -0.0916 0.0188
N 0.5010 1.0555 -0.1479
N -0.4118 -0.8824 -0.3886
C 0.8519 -0.2901 -0.2443
H -1.8203 -0.4687 1.0223
H -0.3974 -1.9932 -0.1726
H -0.3837 1.5192 -0.1661
H 1.3000 1.8328 -0.0568

The net atomic charges from Löwdin, expressed in e, are: 0.08 -0.12 0.09 -0.05 -0.63 0.20 0.20 0.07 0.17

=====

Record 2
Molecular formula: C23H33Cl2IrNO4SSi
Method: DFT, ωB97M-V/def2-TZVPD

Properties
LUMO (spin up / spin down), Eh: -0.3241 / -0.3167
Multiplicity: 2
Total energy, Eh: -2963.7073
Relative energy (zero: lowest compared OMol25 entry of this formula, charge and spin), kcal per mole: 44.6
Gap between HOMO and LUMO (spin up / spin down), eV: 4.7 / 4.9
Total charge: +2

Atoms and positions in Å:
Ir 0.5978 0.0035 0.2051
Cl 1.1881 5.1909 0.2079
Cl 0.9498 0.4997 -2.5252
S 1.1245 2.1394 0.3297
Si -2.4701 1.1936 0.8258
O -0.4338 -1.9406 1.7820
O 1.5015 -2.5101 -0.0660
O 2.8821 -0.1918 0.1653
O 1.7733 -0.6681 2.3467
N -1.3017 0.1053 -0.2230
C 1.1081 4.9966 -2.4668
C -0.4150 -3.2292 1.1637
C -1.4185 -2.4729 -2.8809
C -3.3948 -1.1109 -3.0297
C 0.9953 2.9136 -3.6725
C 0.9884 -3.5778 0.7370
C 2.9207 -2.5687 -0.2039
C 1.0485 4.2993 -3.6640
C -0.0044 -1.9752 3.1524
C 1.1090 4.3069 -1.2703
C -1.7486 -0.6547 -1.2979
C 1.0061 2.2422 -2.4670
C -2.9682 -0.3694 -1.9483
C 0.8902 -0.7954 3.4553
C 1.0534 2.9016 -1.2385
C -2.0081 2.9850 0.6720
C 3.3530 -1.2236 -0.7233
C -2.6325 -2.1744 -3.4999
C 2.8512 0.2448 2.5207
C -0.9764 -1.7238 -1.8150
C -4.2864 1.1238 0.4169
C 3.7313 0.0101 1.3153
C -2.3000 0.5282 2.5459
H 1.6394 -3.7055 1.6067
H 4.4357 -1.1566 -0.8303
H -2.9731 -2.7602 -4.3432
H -1.1304 3.3170 1.2167
H 0.5458 -2.8988 3.3360
H 4.3283 -0.8881 1.4722
H -2.8697 3.5008 1.1103
H -4.5734 1.6010 -0.5194
H 1.1512 6.0767 -2.4539
H -3.1563 0.8988 3.1159
H -1.0907 -3.1725 0.3129
H 0.9914 -4.5139 0.1711
H 2.4719 1.2682 2.5737
H -4.7465 0.1380 0.4863
H 0.9520 2.3616 -4.6008
H 1.0460 4.8409 -4.5999
H 1.4518 -1.0009 4.3706
H -1.9327 3.3244 -0.3637
H -4.7200 1.7370 1.2148
H -1.4062 0.8914 3.0483
H 0.3458 0.1389 3.5958
H -0.8133 -3.2951 -3.2391
H 4.4015 0.8502 1.1321
H 3.3626 -2.7784 0.7743
H -0.8759 -1.9622 3.8100
H 2.9037 -1.0219 -1.6918
H -0.8035 -3.9900 1.8439
H -3.5701 0.4635 -1.6406
H -4.3279 -0.8523 -3.5111
H 3.4006 0.0294 3.4394
H -0.0366 -2.0125 -1.3679
H 3.2091 -3.3678 -0.8916
H -2.3247 -0.5591 2.5725

The net atomic charges from Löwdin, expressed in e, are: 1.13 0.74 0.85 0.74 0.52 -0.22 -0.23 -0.34 -0.23 -0.15 -0.07 -0.15 -0.04 -0.02 -0.08 -0.14 -0.14 -0.03 -0.14 -0.67 -0.35 -0.59 0.00 -0.14 -0.61 -0.18 -0.15 0.00 -0.17 -0.11 -0.17 -0.12 -0.14 0.13 0.15 0.13 -0.01 0.13 0.14 0.06 0.04 0.12 0.06 0.12 0.15 0.11 0.06 0.12 0.13 0.15 0.05 0.06 0.02 0.11 0.12 0.15 0.13 0.14 0.09 0.15 0.07 0.13 0.15 0.07 0.15 0.03

=====

Record 3
Molecular formula: C7H16ClIIrN2O2PS
Method: DFT, ωB97M-V/def2-TZVPD

Properties
LUMO (spin up / spin down), Eh: -0.2498 / -0.4061
Multiplicity: 5
Total energy, Eh: -2137.4231
Relative energy (zero: lowest compared OMol25 entry of this formula, charge and spin), kcal per mole: 9.9
Gap between HOMO and LUMO (spin up / spin down), eV: 5.8 / 5.6
Total charge: +2

Atoms and positions in Å:
Ir -0.0439 0.0480 0.0881
I -0.0210 2.6649 0.9075
Cl -2.4245 0.1947 -0.4371
S -1.2952 -0.4598 2.0879
P 0.0556 0.7891 -2.1287
O 1.4078 -2.2954 -0.5972
O 2.9355 0.1783 0.5552
N -0.0040 1.0809 3.8798
N 0.0700 -1.2014 4.1984
C -0.2719 -0.1519 3.4471
C 1.7270 1.2111 -2.7157
C -0.9365 -2.7271 -0.7504
C -0.9326 2.2709 -2.5147
C -0.5047 -0.4362 -3.3634
C 0.2609 -1.8815 -0.5141
C 1.7854 0.1121 0.4158
H -0.9967 2.3758 -3.6061
H 1.6674 1.5098 -3.7721
H 0.1273 -1.3298 -3.3144
H 2.1270 2.0319 -2.1098
H -1.9324 2.1463 -2.0878
H -1.5374 -2.7513 0.1624
H 0.6759 1.2309 4.6309
H -0.1982 1.8750 3.2552
H -1.5703 -2.3391 -1.5517
H 2.3782 0.3352 -2.6078
H -1.5423 -0.7158 -3.1557
H 0.6904 -1.1116 4.9978
H -0.2084 -2.1193 3.8764
H -0.4263 0.0225 -4.3568
H -0.5949 -3.7366 -0.9968
H -0.4642 3.1557 -2.0694

The net atomic charges from Löwdin, expressed in e, are: 0.47 0.92 0.01 0.75 0.59 0.20 0.16 0.12 0.16 -0.78 -0.23 -0.05 -0.29 -0.23 -0.49 -0.44 0.07 0.07 0.06 0.06 0.00 0.08 0.15 -0.04 0.07 0.06 0.04 0.15 0.12 0.07 0.12 0.02

=====

Question: What is the relative energy (zero: lowest compared OMol25 entry of this formula, charge and spin) in the third record?
Answer: 9.9 kcal per mole